{"formula": "C37H70Cl2HgNO2P2Si4", "method": "ωB97M-V with the def2-TZVPD basis set", "symbols": ["Hg", "C", "C", "C", "P", "C", "C", "C", "C", "C", "C", "C", "C", "C", "C", "N", "C", "C", "C", "C", "C", "C", "C", "P", "C", "C", "C", "C", "C", "C", "H", "H", "H", "H", "H", "H", "H", "H", "H", "H", "H", "H", "H", "H", "H", "H", "H", "H", "H", "H", "H", "H", "H", "H", "H", "H", "H", "H", "H", "H", "H", "H", "H", "H", "H", "H", "H", "H", "H", "H", "Cl", "C", "Cl", "H", "H", "O", "C", "O", "H", "C", "Si", "C", "C", "Si", "Si", "C", "C", "C", "Si", "C", "C", "C", "H", "H", "H", "H", "H", "H", "H", "H", "H", "H", "H", "H", "H", "H", "H", "H", "H", "H", "H", "H", "H", "H", "H", "H", "H", "H", "H"], "xyz": [[-0.9660, -0.0601, -0.0287], [3.1039, 3.7282, 3.8148], [2.4137, 4.5407, 2.7184], [3.4504, 5.2353, 1.8363], [1.3563, 3.3945, 1.6903], [0.3860, 4.6046, 0.6474], [-0.3647, 5.7925, 1.2508], [-0.5406, 3.8125, -0.2784], [0.2590, 2.7721, 3.0222], [-0.6409, 3.5803, 3.7203], [-1.4278, 3.1247, 4.7669], [-2.3569, 4.0447, 5.5154], [-1.3083, 1.7754, 5.1038], [-0.4136, 0.9508, 4.4583], [0.4460, 1.4188, 3.4287], [1.3623, 0.6231, 2.8083], [2.0241, -0.3419, 3.4818], [2.3190, -0.2925, 4.8782], [3.0826, -1.2531, 5.5029], [3.6197, -2.3384, 4.8058], [4.4108, -3.4143, 5.5043], [3.3724, -2.3837, 3.4403], [2.6039, -1.4374, 2.7643], [2.2494, -1.5156, 0.9694], [2.7082, -3.2802, 0.5515], [2.7496, -3.4546, -0.9684], [1.6625, -4.2226, 1.1485], [3.7367, -0.6442, 0.2350], [5.0849, -1.0509, 0.8202], [3.5399, 0.8651, 0.3352], [3.8329, 4.3464, 4.3504], [3.6312, 2.8677, 3.3906], [2.3826, 3.3405, 4.5350], [1.7787, 5.2996, 3.1912], [4.0444, 4.4931, 1.2946], [4.1341, 5.8417, 2.4402], [2.9864, 5.8925, 1.0971], [1.1923, 5.0120, 0.0237], [-1.3194, 5.4764, 1.6734], [-0.5908, 6.5198, 0.4630], [0.2039, 6.3128, 2.0270], [-1.3440, 3.3360, 0.2843], [-0.0150, 3.0208, -0.8155], [-1.0094, 4.4648, -1.0209], [-0.7250, 4.6249, 3.4478], [-1.9135, 4.4054, 6.4498], [-2.6094, 4.9207, 4.9135], [-3.2919, 3.5400, 5.7741], [-1.9443, 1.3608, 5.8829], [-0.3522, -0.0937, 4.7369], [1.9476, 0.5477, 5.4519], [3.2844, -1.1555, 6.5678], [3.7660, -4.1789, 5.9525], [5.0238, -2.9999, 6.3101], [5.0803, -3.9249, 4.8077], [3.8049, -3.2082, 2.8800], [3.6936, -3.5383, 0.9508], [3.6381, -3.0014, -1.4124], [1.8685, -2.9974, -1.4263], [2.7456, -4.5172, -1.2335], [0.7132, -4.1052, 0.6234], [1.4859, -4.0220, 2.2067], [1.9736, -5.2677, 1.0426], [3.7114, -0.9207, -0.8244], [5.1075, -0.8679, 1.8964], [5.8878, -0.4635, 0.3599], [5.3115, -2.1079, 0.6540], [3.4829, 1.1828, 1.3777], [2.6037, 1.1821, -0.1229], [4.3674, 1.3950, -0.1523], [-0.9309, -3.0041, -2.1107], [-0.2317, -2.1535, -3.4963], [-0.8063, -2.8340, -5.0471], [0.8424, -2.2888, -3.4637], [-0.5216, -1.1035, -3.4353], [-0.8286, 0.6499, -2.9920], [-1.8503, 1.3852, -3.0437], [-2.5538, 1.8040, -2.1045], [-2.1554, 1.7062, -4.0736], [-4.5069, -0.8626, -3.1323], [-4.8329, -1.7424, -1.5096], [-6.6853, -1.5833, -1.1385], [-4.5727, -3.5907, -1.7905], [-3.5726, -0.8730, 0.2472], [-4.6768, 1.0255, 1.0115], [-3.5265, 2.0715, 2.0496], [-6.1760, 0.6203, 2.0959], [-5.2910, 2.0510, -0.4358], [-3.4660, -2.5116, 1.8769], [-2.2059, -3.8016, 1.3324], [-2.8602, -1.8114, 3.5147], [-5.0842, -3.4344, 2.2181], [-5.2926, -1.0808, -3.8639], [-3.5466, -1.1821, -3.5488], [-4.4388, 0.2182, -2.9851], [-7.2756, -2.0425, -1.9400], [-6.9842, -0.5351, -1.0506], [-6.9396, -2.0770, -0.1955], [-5.1991, -3.9279, -2.6237], [-4.8419, -4.1736, -0.9044], [-3.5347, -3.8152, -2.0357], [-3.3327, 1.6169, 3.0243], [-3.9323, 3.0758, 2.2132], [-2.5563, 2.1719, 1.5601], [-5.8709, 0.0976, 3.0081], [-6.8882, -0.0210, 1.5683], [-6.6914, 1.5428, 2.3866], [-4.4466, 2.3102, -1.0821], [-5.7702, 2.9702, -0.0798], [-6.0160, 1.5014, -1.0440], [-1.3331, -3.2879, 0.9215], [-2.6045, -4.4587, 0.5529], [-1.8684, -4.4198, 2.1711], [-1.8003, -1.5545, 3.4328], [-2.9795, -2.5368, 4.3261], [-3.3890, -0.8941, 3.7899], [-5.5698, -3.7444, 1.2887], [-5.7909, -2.7993, 2.7612], [-4.8932, -4.3305, 2.8190]], "forces_ev_per_angstrom": [[-0.30, 0.05, -0.07], [0.02, -0.02, -0.01], [0.01, 0.06, 0.00], [-0.02, 0.02, -0.02], [0.02, -0.06, 0.12], [-0.06, -0.03, -0.04], [0.03, 0.02, 0.00], [0.03, 0.00, -0.03], [-0.06, -0.06, -0.03], [0.03, 0.01, -0.04], [0.03, 0.02, 0.03], [-0.03, -0.02, -0.04], [0.00, -0.03, -0.02], [0.00, 0.05, 0.01], [0.06, -0.06, -0.06], [-0.03, 0.00, 0.06], [0.03, 0.07, -0.03], [-0.02, -0.04, -0.04], [0.01, 0.00, 0.01], [0.01, 0.02, 0.02], [-0.01, 0.02, -0.01], [-0.03, 0.01, -0.05], [-0.03, 0.03, 0.06], [0.06, -0.12, -0.04], [0.00, -0.01, 0.04], [0.04, 0.00, -0.01], [0.01, -0.01, 0.00], [-0.02, 0.09, 0.04], [0.03, -0.05, -0.06], [0.03, -0.01, 0.01], [-0.01, 0.00, 0.00], [-0.01, 0.03, 0.00], [0.01, 0.00, -0.02], [0.02, 0.00, 0.04], [0.00, 0.01, 0.02], [-0.01, 0.00, 0.00], [0.00, -0.01, 0.01], [0.01, 0.00, -0.01], [0.01, 0.00, 0.01], [0.00, -0.01, 0.01], [-0.01, -0.02, -0.01], [-0.02, 0.00, 0.00], [-0.01, 0.01, 0.03], [-0.01, 0.00, 0.01], [0.01, 0.01, -0.01], [0.00, 0.00, 0.01], [0.00, -0.01, 0.00], [0.01, 0.01, -0.01], [0.01, -0.01, 0.00], [0.01, 0.00, 0.01], [-0.01, -0.01, 0.01], [-0.01, 0.01, 0.00], [0.00, 0.00, 0.00], [0.00, 0.00, -0.01], [-0.01, 0.00, 0.00], [-0.01, 0.02, 0.03], [-0.02, -0.02, 0.00], [-0.01, -0.01, 0.01], [0.00, -0.03, 0.00], [0.01, 0.02, 0.01], [-0.02, 0.01, 0.01], [0.01, -0.01, -0.01], [0.00, 0.01, -0.01], [-0.01, 0.03, -0.02], [0.00, 0.01, -0.01], [-0.01, -0.01, 0.00], [-0.01, 0.01, 0.02], [0.01, -0.01, -0.02], [-0.01, -0.01, 0.01], [-0.01, -0.01, 0.00], [0.03, -0.08, -0.03], [0.03, -0.07, 0.01], [0.01, 0.00, 0.04], [0.02, -0.02, -0.01], [-0.02, 0.03, -0.04], [-0.23, 0.18, 0.07], [0.06, 0.05, 0.23], [0.21, -0.10, -0.21], [-0.01, -0.02, 0.00], [0.07, 0.07, -0.08], [-0.02, 0.00, 0.03], [-0.07, 0.07, 0.06], [0.03, -0.09, 0.05], [0.30, 0.06, -0.09], [-0.09, -0.03, -0.06], [0.10, 0.05, 0.07], [-0.07, -0.10, 0.04], [0.01, 0.06, -0.10], [0.01, -0.04, 0.03], [0.05, -0.06, -0.05], [0.03, 0.10, 0.03], [-0.13, 0.02, 0.01], [0.03, -0.01, 0.00], [-0.03, 0.01, 0.01], [-0.04, -0.04, 0.00], [0.00, 0.01, 0.02], [-0.01, -0.06, -0.02], [0.01, -0.01, -0.05], [0.00, 0.00, 0.02], [-0.01, 0.02, -0.04], [-0.01, 0.00, -0.03], [0.00, 0.01, 0.01], [0.00, -0.02, 0.02], [0.00, 0.04, 0.02], [-0.01, 0.03, -0.03], [0.01, 0.04, 0.01], [0.00, -0.02, 0.01], [-0.05, -0.01, 0.04], [0.00, -0.02, 0.00], [0.01, 0.04, 0.04], [0.01, -0.02, 0.03], [0.01, 0.03, 0.02], [-0.03, -0.01, -0.03], [-0.02, 0.01, 0.01], [0.03, 0.00, -0.01], [0.00, -0.05, 0.01], [0.03, -0.02, 0.04], [0.03, -0.02, -0.02], [-0.02, 0.03, 0.01]], "s_squared": 0.761, "homo_lumo_gap_ha": [0.18165, 0.20489], "e_lumo_ev": [4.290, 4.284], "relative_energy_kcal_mol": 0.0, "total_charge": -2, "total_energy_ha": -4571.724278, "multiplicity": 2}